Record 1
Density functional theory data (ωB97M-V/def2-TZVPD) for a 2-piece molecular cluster, C23H20N2O3 overall at a distorted geometry.

XYZ file:
```
48
Properties=species:S:1:pos:R:3:forces:R:3
O 3.015 2.331 -1.167 -0.30 0.10 0.31
C 2.641 1.371 -0.429 -0.21 -1.09 1.10
C 2.482 1.505 1.025 0.19 -0.01 -0.97
C 2.240 0.425 1.836 -0.11 -0.41 -0.22
C 2.081 -0.864 1.275 0.18 0.54 -0.46
N 1.888 -1.991 2.120 -0.23 -1.22 0.87
O 1.772 -3.121 1.588 0.14 1.51 0.88
O 1.845 -1.818 3.360 0.04 -0.33 -1.75
C 2.150 -1.042 -0.124 -0.07 0.02 0.53
C 2.393 0.029 -0.948 0.21 0.78 0.24
H 2.611 2.497 1.452 0.01 -0.14 -0.09
H 2.171 0.533 2.917 0.01 -0.02 -0.27
H 2.013 -2.044 -0.525 0.02 0.23 0.09
H 2.449 -0.117 -2.025 0.01 0.02 0.10
C 1.557 6.892 -5.264 -0.49 0.19 0.03
N 2.495 5.791 -5.149 -0.67 -1.44 0.82
C 2.285 4.672 -4.408 0.95 0.86 -0.44
C 3.444 3.848 -4.445 0.32 0.07 -0.29
C 3.635 2.677 -3.713 -0.46 0.62 -1.65
C 4.666 1.731 -4.015 1.13 -0.98 -0.13
C 5.094 1.410 -5.339 -0.08 0.31 0.35
C 6.174 0.563 -5.556 -0.32 0.24 0.04
C 6.880 0.009 -4.478 -0.26 0.18 0.24
C 8.114 -0.804 -4.717 0.20 -0.26 0.03
C 6.412 0.237 -3.177 0.20 -0.09 -0.35
C 5.321 1.055 -2.954 -0.57 0.42 0.14
C 4.412 4.567 -5.299 -0.53 0.66 -0.15
C 5.755 4.410 -5.617 0.50 0.26 -0.42
C 6.405 5.395 -6.382 -0.34 -0.30 0.36
C 5.744 6.567 -6.777 -0.57 -0.10 0.10
C 4.398 6.769 -6.434 0.48 -0.19 -0.15
C 3.769 5.757 -5.722 0.54 -0.23 0.46
H 2.027 7.709 -5.817 -0.18 -0.19 0.18
H 0.644 6.580 -5.790 0.32 0.05 0.05
H 1.270 7.248 -4.266 0.18 -0.07 -0.29
H 1.348 4.502 -3.885 0.23 0.07 -0.07
H 2.956 2.478 -2.892 -0.05 -0.27 0.54
H 4.568 1.850 -6.189 0.16 -0.15 0.24
H 6.497 0.339 -6.576 -0.15 0.09 0.30
H 8.466 -1.243 -3.780 0.00 0.02 -0.18
H 7.926 -1.614 -5.432 0.01 0.12 0.11
H 8.927 -0.193 -5.130 -0.20 -0.05 0.08
H 6.922 -0.234 -2.334 -0.17 0.17 -0.23
H 4.966 1.248 -1.942 0.04 -0.02 -0.16
H 6.290 3.528 -5.274 0.01 0.27 -0.17
H 7.448 5.246 -6.666 -0.30 0.08 0.16
H 6.275 7.330 -7.344 -0.14 -0.22 0.13
H 3.851 7.673 -6.694 0.35 -0.13 -0.05
```
Positions in Å, forces in eV/Å.

Values from the calculation:
Orbital gap, eV: 4.433
LUMO, eV: -2.207
HOMO level, eV: -6.64
Relative energy (zero: lowest compared OMol25 entry of this formula, charge and spin), kJ/mol: 534.4

Population analysis type Löwdin, resulting atomic charges in e:
1. O -0.13
2. C -0.43
3. C -0.02
4. C -0.03
5. C -0.20
6. N -0.35
7. O 0.00
8. O 0.01
9. C -0.03
10. C -0.04
11. H 0.10
12. H 0.11
13. H 0.11
14. H 0.09
15. C 0.01
16. N -0.07
17. C 0.09
18. C -0.10
19. C 0.12
20. C -0.18
21. C -0.03
22. C -0.03
23. C -0.26
24. C -0.05
25. C -0.01
26. C 0.02
27. C -0.09
28. C -0.01
29. C -0.06
30. C -0.07
31. C 0.00
32. C -0.16
33. H 0.08
34. H 0.11
35. H 0.11
36. H 0.16
37. H 0.08
38. H 0.13
39. H 0.12
40. H 0.08
41. H 0.09
42. H 0.09
43. H 0.12
44. H 0.11
45. H 0.11
46. H 0.11
47. H 0.11
48. H 0.10

Record 2
Density functional theory data (ωB97M-V/def2-TZVPD) for C23H20N2OPtS as an isolated structure.

XYZ file:
```
48
Properties=species:S:1:pos:R:3:forces:R:3
Pt 1.232 -0.688 -0.585 0.01 0.13 0.00
C 4.128 -0.968 -1.543 0.01 0.00 0.00
N 3.385 -0.511 -0.363 0.01 -0.02 -0.03
C 3.724 0.896 -0.079 -0.02 0.00 0.01
C 3.713 -1.350 0.814 0.00 0.02 0.02
C 2.627 -1.193 1.839 -0.01 0.00 -0.03
C 2.852 -1.323 3.201 0.02 0.01 -0.01
C 1.796 -1.201 4.093 0.01 0.00 0.02
C 0.520 -0.942 3.616 -0.01 0.01 0.01
C 0.287 -0.801 2.254 -0.01 0.01 -0.03
C 1.341 -0.926 1.354 0.02 -0.07 0.02
H 5.209 -0.927 -1.365 0.00 0.00 0.00
H 3.889 -0.325 -2.390 -0.01 0.00 0.00
H 3.839 -1.990 -1.780 0.01 0.00 0.00
H 4.806 1.003 0.064 0.00 0.00 0.00
H 3.204 1.216 0.820 0.00 0.00 0.00
H 3.404 1.521 -0.910 0.00 0.00 0.00
H 4.700 -1.079 1.209 0.01 -0.02 0.00
H 3.761 -2.385 0.468 -0.02 -0.01 0.00
H 3.855 -1.516 3.565 0.00 0.00 0.00
H 1.971 -1.300 5.157 0.00 0.00 -0.01
H -0.306 -0.841 4.309 0.00 0.00 0.00
H -0.712 -0.592 1.898 0.01 0.00 0.00
S -4.225 2.065 0.212 0.52 0.07 -0.05
C -3.184 3.056 -0.771 -0.49 -0.16 0.44
C -3.681 4.353 -0.988 0.13 0.19 -0.23
C -2.942 5.331 -1.624 -0.06 0.11 0.05
C -1.662 5.031 -2.071 -0.09 -0.03 0.03
C -1.157 3.762 -1.876 -0.03 -0.21 -0.04
C -1.883 2.736 -1.248 0.07 0.11 -0.47
N -1.174 1.550 -1.183 0.01 -0.29 0.66
C -1.566 0.337 -1.015 -0.34 0.35 -0.33
C -2.909 -1.418 -0.897 0.11 -0.07 -0.02
C -4.029 -2.221 -0.886 0.01 0.05 0.00
C -3.820 -3.571 -0.631 -0.03 0.00 0.00
C -2.538 -4.085 -0.398 0.02 -0.06 0.00
C -1.427 -3.266 -0.419 0.01 0.02 0.01
C -1.607 -1.901 -0.677 -0.12 0.01 0.01
H -4.673 4.587 -0.626 -0.03 -0.09 -0.01
H -3.363 6.318 -1.763 0.02 0.00 -0.01
H -1.063 5.782 -2.570 0.01 0.00 0.00
H -0.164 3.501 -2.215 0.01 0.03 0.00
H -5.015 -1.815 -1.063 0.01 0.00 0.00
H -4.670 -4.241 -0.607 0.00 0.00 0.00
H -2.423 -5.143 -0.199 0.00 0.01 0.00
H -0.433 -3.655 -0.237 0.00 0.00 0.00
O -2.896 -0.078 -1.120 0.00 0.13 -0.17
C -0.720 -0.794 -0.773 0.23 -0.24 0.10
```
Positions in Å, forces in eV/Å.

Values from the calculation:
Orbital gap (spin up / spin down), eV: 6.557 / 6.219
LUMO (spin up / spin down), eV: -0.055 / -1.729
HOMO level (spin up / spin down), eV: -6.61 / -7.95
Relative energy (zero: lowest compared OMol25 entry of this formula, charge and spin), kJ/mol: 76.1
Expectation value of S²: 2.04
Spin multiplicity: 3

Population analysis type Löwdin, resulting atomic charges in e:
1. Pt 1.05
2. C -0.10
3. N -0.43
4. C -0.08
5. C -0.17
6. C -0.26
7. C -0.05
8. C -0.09
9. C -0.09
10. C -0.08
11. C -0.25
12. H 0.10
13. H 0.09
14. H 0.08
15. H 0.10
16. H 0.09
17. H 0.09
18. H 0.13
19. H 0.13
20. H 0.11
21. H 0.10
22. H 0.10
23. H 0.10
24. S 0.77
25. C -0.61
26. C -0.15
27. C -0.10
28. C -0.08
29. C -0.03
30. C -0.27
31. N 0.15
32. C -0.35
33. C -0.22
34. C 0.01
35. C -0.08
36. C -0.09
37. C -0.03
38. C -0.21
39. H 0.09
40. H 0.10
41. H 0.10
42. H 0.11
43. H 0.12
44. H 0.10
45. H 0.10
46. H 0.11
47. O 0.00
48. C -0.21

Record 3
Density functional theory data (ωB97M-V/def2-TZVPD) for C23H20N4O2RuSi as an isolated structure at a distorted geometry.

XYZ file:
```
51
Properties=species:S:1:pos:R:3:forces:R:3
Ru 0.666 -0.479 -0.342 -0.79 -0.57 -0.79
C -1.479 -4.566 2.650 -0.05 -0.08 -0.02
C -1.317 -5.124 1.383 -0.03 -0.03 0.04
C -0.539 -4.483 0.437 -0.03 -0.09 -0.14
C 0.059 -3.275 0.776 0.21 0.16 0.03
C -0.103 -2.704 2.032 0.02 -0.07 -0.01
C -0.871 -3.361 2.977 -0.01 0.00 0.07
N 0.855 -2.561 -0.175 -0.42 -0.60 0.57
N 1.434 -3.236 -1.032 0.38 0.24 -0.69
C 2.094 -2.452 -2.025 -0.16 -0.03 0.24
C 2.993 -3.073 -2.844 0.32 -0.31 -0.28
C 3.658 -2.301 -3.797 0.04 -0.26 0.03
C 3.378 -0.955 -3.894 -0.03 0.15 -0.05
C 2.445 -0.400 -3.031 -0.10 -0.10 0.05
N 1.813 -1.137 -2.113 -0.08 -0.06 0.15
H -2.078 -5.081 3.390 0.01 0.01 -0.03
H -1.794 -6.065 1.138 0.02 0.06 0.02
H -0.400 -4.895 -0.555 -0.02 0.00 0.08
H 0.415 -1.791 2.286 0.07 0.18 0.04
H -0.983 -2.944 3.970 0.01 -0.03 -0.04
H 3.173 -4.135 -2.723 0.01 0.08 -0.05
H 4.388 -2.757 -4.452 -0.01 -0.02 -0.01
H 3.864 -0.330 -4.630 0.00 0.01 0.02
H 2.192 0.650 -3.072 -0.01 0.05 0.04
O 1.224 1.513 1.733 0.24 0.16 0.32
N 1.755 0.975 0.686 0.30 0.55 0.35
O 1.449 1.478 -0.420 0.34 0.36 0.23
C -0.392 6.637 0.008 -0.03 -0.09 0.03
C 0.419 6.330 1.094 0.00 -0.06 -0.01
C 0.451 5.035 1.584 0.02 0.01 -0.10
C -0.316 4.027 0.975 0.19 0.56 -0.13
C -1.123 4.351 -0.121 0.02 0.07 -0.04
C -1.159 5.650 -0.601 -0.01 0.03 -0.01
Si -0.322 2.402 1.732 -0.55 -0.13 0.34
C -1.395 1.101 0.890 0.12 -0.35 -0.03
C -1.320 0.861 -0.505 -0.20 0.01 0.05
C -1.853 -0.308 -1.069 -0.24 0.12 -0.04
C -2.578 -1.198 -0.270 0.09 -0.08 0.05
C -2.759 -0.918 1.076 -0.01 0.08 0.08
C -2.150 0.198 1.653 0.08 -0.04 0.01
H -0.442 7.655 -0.354 0.04 0.00 -0.04
H 1.021 7.100 1.558 -0.04 0.00 0.02
H 1.074 4.812 2.448 -0.07 0.01 -0.08
H -1.748 3.600 -0.593 0.01 0.06 0.04
H -1.792 5.898 -1.444 0.01 0.00 0.05
H -0.516 2.382 3.189 0.02 -0.10 -0.10
H -0.930 1.626 -1.158 0.17 0.05 -0.12
H -1.815 -0.450 -2.141 0.04 -0.03 -0.05
H -3.015 -2.087 -0.709 0.00 0.06 0.02
H -3.364 -1.580 1.687 0.08 0.06 -0.04
H -2.264 0.366 2.721 0.02 -0.03 -0.07
```
Positions in Å, forces in eV/Å.

Values from the calculation:
Orbital gap (spin up / spin down), eV: 6.985 / 5.604
LUMO (spin up / spin down), eV: -7.525 / -8.906
HOMO level (spin up / spin down), eV: -14.51 / -14.51
Relative energy (zero: lowest compared OMol25 entry of this formula, charge and spin), kJ/mol: 0.0
Charge: +2
Expectation value of S²: 6.05
Spin multiplicity: 5

Population analysis type Löwdin, resulting atomic charges in e:
1. Ru 1.43
2. C -0.03
3. C -0.03
4. C -0.01
5. C -0.27
6. C -0.05
7. C -0.05
8. N -0.09
9. N 0.14
10. C -0.29
11. C 0.04
12. C 0.01
13. C 0.00
14. C -0.08
15. N -0.01
16. H 0.12
17. H 0.12
18. H 0.12
19. H 0.10
20. H 0.12
21. H 0.14
22. H 0.14
23. H 0.13
24. H 0.12
25. O -0.15
26. N -0.22
27. O -0.13
28. C -0.04
29. C -0.05
30. C -0.08
31. C -0.30
32. C -0.09
33. C -0.05
34. Si 0.77
35. C -0.26
36. C -0.22
37. C -0.11
38. C -0.04
39. C -0.03
40. C -0.05
41. H 0.12
42. H 0.12
43. H 0.11
44. H 0.09
45. H 0.12
46. H 0.05
47. H 0.10
48. H 0.12
49. H 0.13
50. H 0.13
51. H 0.12

Record 4
Density functional theory data (ωB97M-V/def2-TZVPD) for C23H20N4OReS3 as an isolated structure at a distorted geometry.

XYZ file:
```
52
Properties=species:S:1:pos:R:3:forces:R:3
Re -0.146 0.367 0.349 0.75 -0.08 -0.75
C -1.417 -2.568 -2.781 -0.02 0.08 -0.06
C -1.514 -1.566 -1.678 0.35 -0.11 -0.08
N -0.369 -1.070 -1.200 -0.29 0.18 0.27
N 0.734 -1.532 -1.886 -0.23 -0.01 -0.43
C 1.887 -1.165 -1.501 0.09 0.09 0.34
S 2.059 -0.246 0.017 -0.29 0.07 0.06
S 3.260 -1.693 -2.408 0.15 0.01 0.00
C 4.641 -0.604 -1.868 -0.41 0.14 -0.20
C 4.740 0.682 -2.652 0.10 -0.12 -0.03
C 5.821 0.853 -3.508 0.13 0.00 -0.02
C 5.978 2.027 -4.233 0.08 -0.06 -0.05
C 5.042 3.041 -4.125 -0.08 0.04 0.04
C 3.949 2.876 -3.284 -0.05 -0.05 0.01
C 3.800 1.704 -2.556 -0.09 0.10 0.06
C -2.815 -1.201 -1.159 0.15 0.10 0.00
C -3.991 -1.507 -1.870 0.09 -0.05 -0.15
C -5.232 -1.212 -1.360 -0.15 0.07 0.08
C -5.345 -0.607 -0.109 -0.02 -0.07 -0.10
C -4.210 -0.273 0.605 0.04 0.20 0.39
C -2.970 -0.552 0.071 0.16 -0.12 -0.17
O -1.859 -0.171 0.773 -0.18 0.08 0.38
H -0.724 -3.355 -2.488 0.02 -0.03 0.02
H -2.373 -3.009 -3.024 0.02 -0.02 0.02
H -0.979 -2.105 -3.667 0.00 0.00 0.01
H 4.552 -0.461 -0.793 0.11 0.03 0.06
H 5.519 -1.217 -2.059 0.02 -0.09 0.10
H 6.560 0.063 -3.606 -0.04 0.06 0.01
H 6.834 2.148 -4.886 -0.04 -0.03 0.03
H 5.157 3.955 -4.694 0.01 -0.03 0.02
H 3.204 3.659 -3.202 0.05 -0.03 0.00
H 2.932 1.596 -1.912 0.03 -0.03 0.01
H -3.923 -1.945 -2.855 -0.04 -0.03 0.08
H -6.119 -1.454 -1.930 0.03 0.01 0.02
H -6.321 -0.393 0.305 0.02 0.01 0.00
H -4.263 0.213 1.573 -0.05 -0.07 -0.06
N 2.518 2.004 2.104 -0.05 -0.02 0.05
C 1.554 2.731 1.564 -0.19 0.11 -0.01
N 0.441 2.231 0.972 -0.44 -0.01 0.07
C -0.426 3.303 0.561 0.13 -0.01 -0.08
C -1.672 3.180 -0.039 0.04 -0.17 0.00
C -2.372 4.331 -0.366 0.00 0.00 -0.03
C -1.841 5.591 -0.106 -0.02 0.00 -0.01
C -0.592 5.721 0.478 0.07 0.09 0.01
C 0.097 4.565 0.803 0.06 -0.05 0.05
S 1.656 4.444 1.587 -0.02 0.03 -0.04
H 2.386 1.037 2.350 0.02 -0.08 -0.05
H 3.314 2.470 2.513 0.02 -0.06 0.02
H -2.118 2.212 -0.254 -0.04 0.04 0.06
H -3.349 4.244 -0.826 0.06 0.00 0.02
H -2.409 6.477 -0.357 0.04 -0.04 0.00
H -0.167 6.697 0.679 -0.05 -0.05 0.00
```
Positions in Å, forces in eV/Å.

Values from the calculation:
Orbital gap (spin up / spin down), eV: 5.210 / 4.930
LUMO (spin up / spin down), eV: -8.445 / -8.730
HOMO level (spin up / spin down), eV: -13.66 / -13.66
Relative energy (zero: lowest compared OMol25 entry of this formula, charge and spin), kJ/mol: 14.8
Charge: +2
Expectation value of S²: 3.78
Spin multiplicity: 4

Population analysis type Löwdin, resulting atomic charges in e:
1. Re 1.52
2. C 0.01
3. C -0.17
4. N -0.14
5. N -0.08
6. C -0.98
7. S 0.65
8. S 1.02
9. C -0.39
10. C -0.30
11. C -0.03
12. C -0.05
13. C -0.07
14. C -0.07
15. C -0.07
16. C -0.10
17. C 0.01
18. C -0.02
19. C -0.01
20. C 0.02
21. C -0.28
22. O -0.26
23. H 0.11
24. H 0.08
25. H 0.12
26. H 0.05
27. H 0.08
28. H 0.12
29. H 0.12
30. H 0.11
31. H 0.10
32. H 0.07
33. H 0.12
34. H 0.13
35. H 0.13
36. H 0.14
37. N 0.13
38. C -0.66
39. N -0.16
40. C -0.30
41. C -0.03
42. C -0.04
43. C -0.04
44. C -0.04
45. C -0.44
46. S 1.21
47. H 0.09
48. H 0.13
49. H 0.09
50. H 0.12
51. H 0.13
52. H 0.13

Record 5
Density functional theory data (ωB97M-V/def2-TZVPD) for C23H20N4OS3Se4V as an isolated structure.

XYZ file:
```
56
Properties=species:S:1:pos:R:3:forces:R:3
V 0.190 0.508 -0.114 -0.24 -0.49 -0.03
C 4.601 0.643 -0.891 -0.10 -0.01 0.07
C 3.139 0.347 -1.129 -0.20 0.12 -0.01
N 2.334 0.135 -0.122 0.33 0.08 -0.21
N 3.015 -0.024 1.093 -0.25 -0.08 -0.07
C 2.257 -0.066 2.139 0.08 -0.04 0.19
S 0.571 0.162 2.324 0.21 0.13 0.05
S 3.240 -0.358 3.637 -0.13 -0.05 -0.12
C 3.082 1.320 4.316 0.00 0.03 0.14
C 3.823 2.326 3.486 -0.06 0.03 0.01
C 3.140 3.062 2.525 0.02 0.00 -0.06
C 3.823 3.938 1.691 0.03 -0.02 0.02
C 5.195 4.094 1.822 0.02 0.01 0.00
C 5.884 3.364 2.784 0.02 0.03 -0.02
C 5.201 2.482 3.605 0.00 0.01 0.02
C 2.679 0.244 -2.527 0.11 -0.01 0.22
C 3.660 0.204 -3.538 0.02 0.01 -0.07
C 3.381 -0.042 -4.865 -0.08 0.01 0.12
C 2.047 -0.273 -5.228 -0.02 -0.01 -0.02
C 1.057 -0.237 -4.283 -0.02 0.01 -0.05
C 1.309 0.042 -2.904 -0.15 0.15 -0.12
O 0.309 0.063 -2.112 0.09 0.03 0.01
H 4.752 0.946 0.139 0.01 0.00 0.00
H 4.923 1.439 -1.559 0.02 0.02 -0.02
H 5.214 -0.241 -1.080 0.04 -0.02 0.01
H 3.476 1.265 5.332 0.03 0.02 0.00
H 2.018 1.555 4.361 0.02 0.00 0.02
H 2.074 2.928 2.384 -0.03 -0.01 0.01
H 3.265 4.460 0.925 -0.01 0.02 -0.02
H 5.731 4.770 1.167 0.01 0.01 -0.01
H 6.958 3.472 2.884 0.01 0.00 0.00
H 5.743 1.885 4.331 0.01 -0.01 0.03
H 4.693 0.360 -3.263 0.01 -0.01 0.00
H 4.174 -0.061 -5.601 0.02 0.00 0.00
H 1.795 -0.478 -6.264 -0.02 0.00 0.00
H 0.016 -0.399 -4.538 0.02 0.01 -0.03
Se -2.518 0.913 0.003 0.10 0.05 -0.07
Se -2.620 3.160 0.645 -0.02 -0.04 0.01
Se -1.169 4.141 -0.892 0.03 -0.04 -0.02
Se 0.828 3.065 -0.313 0.09 0.11 -0.05
N 1.610 -2.593 -1.378 0.01 -0.07 -0.07
C 0.429 -2.879 -0.771 0.18 0.01 -0.18
N -0.246 -2.062 -0.040 0.00 0.16 0.11
C -1.316 -2.719 0.561 -0.01 0.02 0.00
C -2.205 -2.148 1.465 0.01 0.01 0.04
C -3.240 -2.920 1.959 -0.02 -0.02 0.01
C -3.401 -4.252 1.577 0.00 -0.01 0.00
C -2.514 -4.839 0.690 -0.02 0.03 0.03
C -1.476 -4.063 0.199 -0.03 -0.03 0.00
S -0.194 -4.527 -0.882 0.00 0.03 0.02
H 1.861 -1.612 -1.325 -0.05 -0.13 0.08
H 1.759 -2.996 -2.289 -0.01 -0.01 0.02
H -2.087 -1.110 1.742 0.00 0.00 0.00
H -3.942 -2.472 2.651 -0.01 0.00 0.01
H -4.222 -4.835 1.977 -0.02 -0.01 0.01
H -2.625 -5.874 0.393 0.00 -0.04 -0.01
```
Positions in Å, forces in eV/Å.

Values from the calculation:
Orbital gap (spin up / spin down), eV: 4.739 / 5.014
LUMO (spin up / spin down), eV: 3.971 / 3.970
HOMO level (spin up / spin down), eV: -0.77 / -1.04
Charge: -2
Expectation value of S²: 3.77
Spin multiplicity: 4

Population analysis type Löwdin, resulting atomic charges in e:
1. V 0.05
2. C -0.04
3. C -0.27
4. N -0.08
5. N -0.07
6. C -1.10
7. S 0.56
8. S 0.81
9. C -0.47
10. C -0.30
11. C -0.06
12. C -0.09
13. C -0.11
14. C -0.12
15. C -0.07
16. C -0.12
17. C -0.07
18. C -0.14
19. C -0.13
20. C -0.03
21. C -0.40
22. O -0.19
23. H 0.06
24. H 0.08
25. H 0.09
26. H 0.07
27. H 0.05
28. H 0.07
29. H 0.06
30. H 0.09
31. H 0.09
32. H 0.10
33. H 0.09
34. H 0.08
35. H 0.09
36. H 0.11
37. Se -0.07
38. Se -0.22
39. Se -0.19
40. Se -0.01
41. N 0.12
42. C -0.66
43. N 0.09
44. C -0.29
45. C -0.06
46. C -0.09
47. C -0.12
48. C -0.12
49. C -0.49
50. S 1.04
51. H 0.05
52. H 0.10
53. H 0.01
54. H 0.10
55. H 0.09
56. H 0.09